Version i
Computed, not measured: an isolated molecule of C3H2N2O2, with ωB97M-V/def2-TZVPD.

Properties
* gap between HOMO and LUMO: 9.833 eV
* SMILES: C=C(C#N)[N+](=O)[O-]
* E_HOMO: -0.406 Eh

Structure (ORCA input):
```
! RIJCOSX wB97M-V def2-TZVPD def2/J DEFGRID3
* xyz 0 1
C 0.39 0.55 1.46
C -1.29 0.28 -0.52
C -0.08 0.13 0.21
N 0.82 0.80 2.48
N 1.01 -0.69 -0.48
O 2.07 -0.12 -0.45
O 0.70 -1.75 -1.00
H -1.58 -0.28 -1.40
H -2.04 1.08 -0.30
*
```


Version ii
Computed, not measured: a cluster of 2 separate species, C3H2N2O2 in total, with ωB97M-V/def2-TZVPD.

Properties
* gap between HOMO and LUMO: 11.429 eV
* SMILES: O=C=NC=O.C#N
* E_HOMO: -0.397 Eh

Structure (ORCA input):
```
! RIJCOSX wB97M-V def2-TZVPD def2/J DEFGRID3
* xyz 0 1
C -2.92 -0.29 0.38
C 1.70 1.15 -0.28
C 1.07 -1.18 -0.09
N -2.34 0.37 -0.37
N 1.08 -0.05 -0.50
O 0.88 -2.29 0.15
O 2.56 1.28 0.56
H -3.40 -0.89 1.05
H 1.37 1.90 -0.90
*
```


Stability check: which of them is least stable? version i.


Version i
Computed, not measured: an isolated molecule of C3H2N2O2, with ωB97M-V/def2-TZVPD.

Properties
* gap between HOMO and LUMO: 9.221 eV
* SMILES: O=c1cnnco1
* E_HOMO: -0.363 Eh

Structure (ORCA input):
```
! RIJCOSX wB97M-V def2-TZVPD def2/J DEFGRID3
* xyz 0 1
C 1.05 -0.07 0.09
C 0.31 1.22 0.16
C -1.20 -0.99 0.06
H 0.88 2.12 0.26
H -1.59 -2.15 0.42
N -0.97 1.17 -0.09
N -1.80 0.12 -0.12
O 2.22 -0.20 -0.12
O 0.16 -1.05 -0.02
*
```


Version ii
Computed, not measured: an isolated molecule of C3H2N2O2, with ωB97M-V/def2-TZVPD.

Properties
* gap between HOMO and LUMO: 9.613 eV
* SMILES: O=CC(=O)N1C=N1
* E_HOMO: -0.370 Eh

Structure (ORCA input):
```
! RIJCOSX wB97M-V def2-TZVPD def2/J DEFGRID3
* xyz 0 1
O 0.02 -2.54 -0.51
C -0.03 -1.69 0.34
C 0.58 -0.32 0.11
N -0.32 0.71 0.51
C -0.57 1.73 -0.44
N 0.39 2.13 0.23
O 1.70 -0.16 -0.30
H -0.52 -1.86 1.31
H -1.24 2.00 -1.25
*
```


Stability check: which of them is least stable? version ii.


Version i
Computed, not measured: an isolated molecule of C3H2N2O2, with ωB97M-V/def2-TZVPD.

Properties
* gap between HOMO and LUMO: 11.607 eV
* SMILES: [H]/N=C(/C#N)OC=O
* E_HOMO: -0.435 Eh

Structure (ORCA input):
```
! RIJCOSX wB97M-V def2-TZVPD def2/J DEFGRID3
* xyz 0 1
N -1.46 -0.78 -0.43
C -0.73 -0.01 0.23
O 0.56 -0.23 0.67
C 1.55 -0.30 -0.28
O 1.37 -0.25 -1.46
C -1.22 1.29 0.67
N -1.58 2.33 1.02
H -0.97 -1.65 -0.66
H 2.51 -0.40 0.24
*
```


Version ii
Computed, not measured: an isolated molecule of C3H2N2O2, with ωB97M-V/def2-TZVPD.

Properties
* gap between HOMO and LUMO: 9.384 eV
* SMILES: O=CC(=O)N1C=N1
* E_HOMO: -0.371 Eh

Structure (ORCA input):
```
! RIJCOSX wB97M-V def2-TZVPD def2/J DEFGRID3
* xyz 0 1
O -2.55 0.09 -0.78
C -1.71 0.24 0.06
C -0.39 -0.52 -0.01
N 0.65 0.19 0.65
C 1.84 0.37 -0.08
N 2.01 -0.67 0.57
O -0.29 -1.61 -0.51
H -1.83 0.95 0.89
H 2.31 1.05 -0.78
*
```


Version iii
Computed, not measured: an isolated molecule of C3H2N2O2, with ωB97M-V/def2-TZVPD.

Properties
* gap between HOMO and LUMO: 8.874 eV
* SMILES: O=C=C1N=CNO1
* E_HOMO: -0.318 Eh

Structure (ORCA input):
```
! RIJCOSX wB97M-V def2-TZVPD def2/J DEFGRID3
* xyz 0 1
O -2.91 0.16 -0.38
C -1.76 0.08 -0.53
C -0.49 -0.25 -0.79
N 0.52 0.74 -0.93
C 1.29 0.46 0.05
N 0.95 -0.69 0.81
O -0.03 -1.31 -0.01
H 0.44 -0.41 1.66
H 2.17 1.03 0.33
*
```


Version iv
Computed, not measured: a structure of composition C3H2N2O2, with ωB97M-V/def2-TZVPD.

Properties
* gap between HOMO and LUMO: 10.364 eV
* E_HOMO: -0.388 Eh

Structure (ORCA input):
```
! RIJCOSX wB97M-V def2-TZVPD def2/J DEFGRID3
* xyz 0 1
C -1.68 -0.39 0.01
C -0.21 0.10 0.16
C 1.73 0.67 -0.13
H -1.60 -1.51 0.10
H 2.77 1.16 -0.27
N 0.59 1.25 0.15
N 0.46 -1.09 0.06
O -2.69 0.36 -0.13
O 1.74 -0.75 -0.07
*
```


Stability check: which of them is least stable? version iii.


Version i
Computed, not measured: a cluster of 2 separate species, C10H13O2 in total, with ωB97M-V/def2-TZVPD.

Properties
* gap between HOMO and LUMO: 7.204 eV
* E_HOMO: -0.138 Eh

Structure (ORCA input):
```
! RIJCOSX wB97M-V def2-TZVPD def2/J DEFGRID3
* xyz -1 1
C -0.64 -1.82 0.42
C -1.53 -2.97 -0.01
C 0.87 -2.23 0.59
O 1.13 -3.45 0.49
O 1.65 -1.26 0.78
H -0.59 -0.95 -0.23
H -0.93 -1.48 1.42
H -1.19 -3.37 -0.97
H -2.56 -2.63 -0.11
H -1.48 -3.80 0.70
C 2.18 2.45 -0.29
C -1.40 1.77 0.84
C -2.01 1.41 -0.35
C -0.04 2.11 0.85
C 0.71 2.10 -0.30
C -1.27 1.49 -1.54
C 0.07 1.81 -1.50
H -1.89 1.77 1.80
H -3.06 1.14 -0.38
H 0.37 2.26 1.83
H -1.76 1.12 -2.43
H 2.75 1.83 -0.99
H 2.59 2.32 0.70
H 0.53 1.94 -2.47
H 2.31 3.47 -0.64
*
```


Version ii
Computed, not measured: a cluster of 2 separate species, C10H13O2 in total, with ωB97M-V/def2-TZVPD.

Properties
* gap between HOMO and LUMO: 6.956 eV
* E_HOMO: -0.133 Eh

Structure (ORCA input):
```
! RIJCOSX wB97M-V def2-TZVPD def2/J DEFGRID3
* xyz -1 1
C 0.39 -2.65 1.14
C -0.86 -2.33 1.92
C 0.05 -2.96 -0.32
O -0.39 -2.07 -1.10
O 0.24 -4.16 -0.65
H 1.08 -1.80 1.11
H 0.98 -3.44 1.63
H -1.63 -1.96 1.24
H -0.62 -1.75 2.81
H -1.42 -3.23 2.26
C -1.71 2.53 0.28
C 1.98 1.72 -0.35
C 0.82 2.31 0.15
C 1.85 0.93 -1.46
C -0.43 2.12 -0.42
C 0.63 0.77 -2.12
C -0.50 1.44 -1.65
H 2.82 1.81 0.32
H 0.89 2.98 1.02
H 2.73 0.41 -1.82
H 0.61 0.04 -2.91
H -2.59 2.23 -0.30
H -1.87 3.61 0.27
H -1.35 1.41 -2.30
H -1.69 2.04 1.25
*
```


Version iii
Computed, not measured: a cluster of 2 separate species, C10H13O2 in total, with ωB97M-V/def2-TZVPD.

Properties
* gap between HOMO and LUMO: 6.696 eV
* E_HOMO: -0.138 Eh

Structure (ORCA input):
```
! RIJCOSX wB97M-V def2-TZVPD def2/J DEFGRID3
* xyz -1 1
C -1.60 2.99 -1.63
C -1.80 2.85 -0.12
C -2.60 2.23 -2.55
O -3.79 2.26 -2.10
O -2.17 1.70 -3.58
H -1.54 4.05 -1.92
H -0.63 2.60 -1.98
H -0.95 3.26 0.44
H -1.82 1.76 0.00
H -2.68 3.32 0.28
C 1.90 0.10 1.74
C 0.89 -2.55 -0.76
C 0.85 -3.65 0.08
C 1.17 -1.30 -0.20
C 1.52 -1.21 1.16
C 0.99 -3.53 1.44
C 1.30 -2.28 2.00
H 0.56 -2.54 -1.78
H 0.64 -4.64 -0.31
H 1.20 -0.38 -0.76
H 0.77 -4.37 2.09
H 2.97 0.33 1.53
H 1.72 0.27 2.79
H 1.53 -2.18 3.06
H 1.59 0.93 1.08
*
```


Stability check: which of them is least stable? version ii.


Version i
Computed, not measured: a cluster of 2 separate species, C10H13O2 in total, with ωB97M-V/def2-TZVPD.

Properties
* gap between HOMO and LUMO: 6.897 eV
* E_HOMO: -0.134 Eh

Structure (ORCA input):
```
! RIJCOSX wB97M-V def2-TZVPD def2/J DEFGRID3
* xyz -1 1
C -0.74 1.09 -0.60
C 1.09 -1.80 -2.48
C 1.85 -1.03 -3.29
C 0.18 -1.16 -1.51
C -0.15 0.15 -1.64
C 1.53 0.28 -3.47
C 0.56 0.89 -2.66
H 0.97 -2.87 -2.44
H 2.69 -1.52 -3.83
H 0.07 -1.77 -0.78
H 2.24 0.94 -3.97
H -0.06 1.43 0.27
H -1.71 0.68 -0.24
H 0.60 1.96 -2.53
H -1.03 1.98 -1.12
C -0.41 0.58 3.03
C -0.42 -0.93 3.55
C -1.68 0.76 2.30
O -2.56 -0.10 2.01
O -1.87 1.99 1.97
H -0.30 1.27 3.82
H 0.55 0.89 2.24
H 0.42 -1.13 4.26
H -0.60 -1.55 2.85
H -1.25 -1.03 4.27
*
```


Version ii
Computed, not measured: a cluster of 2 separate species, C10H13O2 in total, with ωB97M-V/def2-TZVPD.

Properties
* gap between HOMO and LUMO: 6.586 eV
* E_HOMO: -0.135 Eh

Structure (ORCA input):
```
! RIJCOSX wB97M-V def2-TZVPD def2/J DEFGRID3
* xyz -1 1
C -2.02 -2.57 -1.73
C -0.03 0.63 -2.09
C -0.58 -0.65 -2.29
C -0.60 1.41 -1.12
C -1.59 -1.15 -1.48
C -1.58 0.90 -0.27
C -2.15 -0.34 -0.47
H 0.79 0.98 -2.71
H -0.07 -1.34 -2.96
H -0.29 2.43 -0.99
H -1.94 1.49 0.57
H -1.09 -3.13 -1.76
H -2.56 -2.69 -2.67
H -3.07 -0.64 0.02
H -2.65 -2.90 -0.91
C 2.19 0.64 1.47
C 1.14 0.06 2.46
C 2.80 1.87 2.19
O 3.67 1.68 3.07
O 2.39 2.97 1.74
H 2.98 -0.10 1.38
H 1.71 0.86 0.52
H 0.39 -0.50 1.88
H 0.61 0.79 3.06
H 1.56 -0.72 3.10
*
```


Stability check: which of them is least stable? version i.